Formula: C30H60Cl2O21
Source: the OMol25 dataset
Level of theory: ωB97M-V with the def2-TZVPD basis set

Geometry as XYZ:
```
113
Properties=species:S:1:pos:R:3:forces:R:3
C 9.150 -9.360 -18.517 0.3 0.0 -0.1
C 9.461 -10.071 -19.819 0.0 0.1 0.2
O 9.752 -9.053 -20.804 0.1 0.0 0.0
C 9.905 -9.495 -22.059 -0.4 0.0 0.1
O 9.849 -10.642 -22.403 0.1 0.0 0.0
O 10.049 -8.497 -22.934 0.6 -0.4 -0.1
C 10.350 -7.194 -22.475 -0.3 1.2 0.1
H 10.057 -9.165 -17.944 0.0 0.1 0.0
H 8.512 -9.978 -17.889 -0.1 0.1 0.0
H 8.663 -8.410 -18.730 -0.2 -0.1 0.1
H 8.601 -10.655 -20.141 0.1 0.0 -0.2
H 10.334 -10.717 -19.738 -0.1 -0.1 0.0
H 11.309 -7.044 -21.980 0.0 -0.7 0.1
H 9.578 -6.832 -21.797 0.0 0.0 0.0
H 10.383 -6.559 -23.359 -0.2 -0.1 -0.1
C 13.314 -13.196 -10.680 0.2 0.4 0.1
C 12.436 -12.041 -11.091 -1.0 -0.7 -0.2
O 12.862 -10.847 -10.448 0.4 0.2 0.3
C 11.997 -9.842 -10.415 -0.1 0.0 -0.3
O 10.947 -9.785 -11.004 -0.2 -0.2 -0.1
O 12.486 -8.882 -9.642 0.2 0.0 0.3
C 11.668 -7.717 -9.523 0.3 0.4 -0.1
H 13.022 -14.064 -11.269 0.1 -0.1 0.0
H 13.180 -13.417 -9.622 0.0 -0.1 0.0
H 14.363 -12.954 -10.852 0.0 -0.2 -0.1
H 11.404 -12.250 -10.793 0.0 0.1 0.0
H 12.403 -11.931 -12.173 0.2 0.2 0.1
H 12.308 -6.970 -9.059 -0.2 -0.1 0.1
H 10.789 -7.901 -8.911 -0.1 -0.1 -0.1
H 11.379 -7.353 -10.508 -0.1 -0.1 0.1
C 16.968 -10.813 -18.529 0.0 0.0 -0.3
C 17.369 -10.375 -17.137 -1.3 -0.7 0.2
O 17.933 -9.075 -17.102 0.4 0.2 -0.2
C 17.082 -8.051 -17.176 0.3 -0.1 0.1
O 15.885 -8.107 -17.064 -0.3 -0.1 -0.1
O 17.789 -6.942 -17.365 0.1 -0.1 0.0
C 17.031 -5.740 -17.329 -0.3 0.5 0.3
H 17.801 -10.773 -19.232 0.0 0.0 0.1
H 16.154 -10.206 -18.933 0.1 0.2 0.1
H 16.586 -11.835 -18.496 0.1 0.0 0.1
H 18.059 -11.079 -16.681 0.4 0.3 -0.1
H 16.465 -10.402 -16.519 0.2 0.2 0.1
H 16.449 -5.677 -16.409 0.0 -0.1 0.0
H 16.342 -5.657 -18.168 0.1 -0.1 -0.1
H 17.741 -4.919 -17.343 0.1 -0.1 -0.1
C 14.485 -6.727 -13.773 0.1 -0.6 -0.9
C 14.052 -6.072 -12.501 -0.8 0.4 0.2
O 14.989 -6.431 -11.476 0.2 -0.3 -0.4
C 14.643 -6.145 -10.235 0.0 -0.1 0.4
O 13.848 -5.310 -9.890 -0.1 0.1 0.0
O 15.316 -6.961 -9.417 0.3 0.3 -0.3
C 15.306 -6.592 -8.048 0.0 0.0 0.7
H 14.952 -7.693 -13.569 0.1 0.1 0.1
H 15.159 -6.122 -14.379 0.2 0.0 0.2
H 13.648 -6.976 -14.430 -0.2 0.3 0.2
H 13.051 -6.408 -12.208 0.2 -0.2 0.1
H 13.964 -4.987 -12.588 0.3 0.0 0.1
H 14.373 -6.877 -7.559 0.0 0.0 -0.2
H 15.459 -5.523 -7.899 0.0 0.0 -0.2
H 16.123 -7.127 -7.569 0.0 -0.1 -0.2
C 17.688 -17.333 -11.503 -0.4 -0.3 0.4
C 16.279 -16.795 -11.618 -0.2 -0.2 -1.1
O 16.296 -15.356 -11.653 -0.1 -0.1 0.8
C 16.230 -14.786 -12.841 0.2 0.0 -0.3
O 16.114 -15.344 -13.901 0.0 0.1 -0.1
O 16.335 -13.466 -12.661 -0.1 0.0 -0.1
C 16.197 -12.696 -13.841 0.3 1.3 -0.3
H 17.645 -18.423 -11.575 0.1 0.0 -0.1
H 18.148 -17.091 -10.546 0.1 0.2 -0.1
H 18.282 -16.953 -12.330 0.1 0.0 0.0
H 15.573 -17.107 -10.854 0.3 0.2 0.4
H 15.856 -17.135 -12.570 0.0 0.0 0.1
H 15.280 -12.902 -14.388 0.1 -0.3 0.0
H 17.074 -12.731 -14.493 -0.1 -0.7 0.0
H 16.170 -11.646 -13.534 -0.2 -0.2 0.3
C 14.331 -7.695 -21.026 -0.4 -0.2 -0.6
C 13.666 -7.630 -19.676 0.8 -0.3 0.0
O 12.434 -6.939 -19.829 -0.2 0.3 -0.1
C 11.776 -6.676 -18.703 0.0 -0.2 0.1
O 12.181 -6.922 -17.595 -0.1 0.0 0.2
O 10.613 -6.126 -19.013 0.0 0.2 -0.2
C 9.764 -5.776 -17.914 0.2 -0.1 0.3
H 14.680 -6.712 -21.340 0.2 0.0 0.0
H 13.634 -8.056 -21.789 -0.1 0.1 0.1
H 15.143 -8.422 -21.036 0.2 0.2 0.2
H 14.331 -7.134 -18.968 -0.3 0.1 0.2
H 13.486 -8.633 -19.288 -0.2 0.0 0.0
H 8.811 -5.527 -18.363 -0.1 0.0 0.1
H 10.176 -4.933 -17.360 0.0 0.1 -0.1
H 9.663 -6.612 -17.224 -0.1 -0.1 -0.1
C 10.587 -7.447 -13.681 1.0 0.3 0.0
C 9.463 -8.191 -14.341 0.9 -0.7 -0.1
O 8.212 -7.616 -13.976 -0.4 0.2 -0.3
C 7.323 -7.420 -14.953 0.3 -0.1 0.3
O 7.450 -7.726 -16.109 0.1 -0.1 -0.2
O 6.264 -6.816 -14.425 -0.2 0.1 0.1
C 5.157 -6.640 -15.316 0.2 -0.2 -0.2
H 10.538 -6.375 -13.882 -0.2 0.0 0.2
H 11.535 -7.778 -14.123 -0.2 -0.1 -0.1
H 10.732 -7.645 -12.619 -0.5 0.1 0.0
H 9.492 -9.240 -14.038 -0.3 0.1 0.1
H 9.644 -8.201 -15.416 -0.5 0.3 -0.1
H 4.556 -5.838 -14.904 -0.1 0.0 0.1
H 4.603 -7.576 -15.373 -0.1 0.1 0.0
H 5.501 -6.382 -16.315 0.0 0.1 0.0
Cl 13.067 -10.287 -13.962 0.2 -0.1 -0.1
C 13.849 -10.255 -15.581 -0.2 0.4 0.5
C 12.825 -9.987 -16.637 -0.4 0.1 -0.6
Cl 11.568 -11.253 -16.774 0.2 -0.2 0.1
H 14.390 -11.185 -15.724 -0.1 -0.1 0.0
H 14.538 -9.416 -15.535 0.1 0.0 -0.2
H 13.292 -9.914 -17.616 0.2 -0.1 0.0
H 12.277 -9.062 -16.485 0.2 0.1 0.2
```
Forces are in eV/Å.

As for the energy above the lowest of the compared OMol25 structures with the same formula, charge and spin: 0.0 kJ/mol. As for the HOMO-LUMO gap: 10.9 eV. As for the SMILES: CCOC(=O)OC.CCOC(=O)OC.CCOC(=O)OC.CCOC(=O)OC.CCOC(=O)OC.CCOC(=O)OC.CCOC(=O)OC.ClCCCl. As for the HOMO energy: -10.517 eV. The total energy is -100127.179 eV. The calculation puts the largest force on an atom at 1.5 eV Å⁻¹.

Formula: C4H8N2O2
Source: the OMol25 dataset
Level of theory: ωB97M-V with the def2-TZVPD basis set

Geometry as XYZ:
```
16
Properties=species:S:1:pos:R:3:forces:R:3
C -0.014 1.574 0.173 0.5 1.4 -0.1
C 0.396 0.126 -0.066 -1.0 -0.2 1.1
C 1.827 -0.417 -0.054 -5.0 -3.7 -0.8
O 2.227 -1.579 -0.154 -1.9 -0.7 0.7
O 2.739 0.407 -0.136 4.6 5.7 0.1
C -0.813 -0.637 0.001 5.5 0.5 -2.5
N -0.554 -2.015 0.048 -1.6 0.4 1.1
N -1.990 0.041 -0.263 -4.7 -4.1 0.3
H -0.090 2.275 -0.766 -0.8 -1.5 1.3
H -0.936 1.340 0.817 1.1 2.0 -1.3
H 0.625 2.267 0.767 0.2 -1.0 0.1
H 2.462 1.330 -0.035 -0.1 -0.1 -0.1
H -1.348 -2.533 0.498 1.6 0.1 -0.6
H 0.496 -2.188 0.302 -2.3 0.0 -0.4
H -2.189 0.819 -1.030 1.1 -2.7 2.3
H -2.839 -0.812 -0.102 2.8 3.9 -1.2
```
Forces are in eV/Å.

As for the energy above the lowest of the compared OMol25 structures with the same formula, charge and spin: 382.1 kJ/mol. As for the HOMO-LUMO gap: 8.2 eV. As for the SMILES: CC(C(=O)O)=C(N)N. As for the HOMO energy: -7.782 eV. The total energy is -11350.152 eV. The calculation puts the largest force on an atom at 7.3 eV Å⁻¹.

Formula: C5H25N2O6
Source: the OMol25 dataset
Level of theory: ωB97M-V with the def2-TZVPD basis set

Geometry as XYZ:
```
38
Properties=species:S:1:pos:R:3:forces:R:3
C -1.531 1.671 1.882 -1.4 -1.3 1.3
O -1.697 0.878 3.039 0.7 -0.7 1.4
C -0.345 1.232 1.082 1.4 -0.4 -0.3
C 0.012 2.342 0.104 -1.3 1.0 -0.8
C 1.401 2.150 -0.628 -0.9 3.0 -1.5
C 2.448 1.590 0.213 1.1 -1.8 1.9
N 2.175 0.122 0.288 0.9 -0.7 -0.5
N -0.804 -0.031 0.313 0.3 0.5 -3.9
H -1.438 2.703 2.248 -0.4 0.0 -0.9
H -2.503 1.327 1.418 0.9 1.7 -0.4
H -0.964 1.065 3.645 -0.3 -0.1 0.0
H 0.620 0.993 1.692 -2.3 0.0 -0.8
H -0.228 3.319 0.718 1.5 -1.6 -1.4
H -0.826 2.366 -0.670 1.1 0.0 0.7
H 1.296 1.482 -1.497 -0.3 0.3 0.0
H 1.789 3.150 -1.050 -1.0 -1.3 0.5
H 2.246 1.939 1.275 1.1 0.0 -1.1
H 3.520 1.723 -0.131 -1.3 0.5 0.5
H 2.437 -0.359 -0.649 -0.1 0.7 2.5
H 2.700 -0.201 1.132 -0.3 -0.4 -1.6
H -1.842 -0.041 0.167 1.1 0.3 0.1
H -0.371 -0.114 -0.726 -1.2 0.6 2.7
H -0.623 -0.944 0.668 0.2 -0.5 1.3
H 0.616 -1.070 -2.856 0.3 -0.7 -0.1
H -0.547 -1.418 -3.888 0.6 0.4 1.3
O -0.337 -1.077 -2.979 -0.5 -0.3 -1.2
H 0.347 -2.488 0.705 0.7 -1.1 0.6
H 0.942 -3.958 0.520 3.0 -4.1 3.3
O 0.495 -3.285 0.183 -3.6 4.6 -3.4
H 1.981 -2.794 -2.731 0.2 -1.6 -1.9
H 1.354 -2.968 -1.227 0.3 0.4 -1.1
O 1.842 -2.422 -1.903 -0.1 1.7 2.7
H -0.767 0.897 -3.091 -2.9 0.0 0.5
H -2.385 0.722 -3.270 0.3 -0.2 -0.4
O -1.698 1.087 -2.712 2.0 0.8 0.2
H -1.895 -1.564 2.959 0.0 -0.5 -0.7
H -2.182 -2.967 2.233 0.7 1.4 0.1
O -1.703 -2.099 2.157 -0.5 -0.7 0.4
```
Forces are in eV/Å.

As for the energy above the lowest of the compared OMol25 structures with the same formula, charge and spin: 325.6 kJ/mol. As for the HOMO-LUMO gap: 10.3 eV. As for the HOMO energy: -12.808 eV. The total energy is -20848.060 eV. Its net charge is +1. The calculation puts the largest force on an atom at 6.8 eV Å⁻¹.

Formula: C53H43BrCl2N6O6Ti
Source: the OMol25 dataset
Level of theory: ωB97M-V with the def2-TZVPD basis set

Geometry as XYZ:
```
112
Properties=species:S:1:pos:R:3:forces:R:3
Ti -0.131 -0.337 0.053 2.1 -0.2 0.9
O -0.774 1.652 -3.754 0.1 -0.1 0.1
C -2.119 1.569 -3.768 -0.2 -0.1 0.0
C -2.816 2.187 -4.809 0.3 0.0 0.1
C -4.186 2.083 -4.903 0.0 0.0 0.0
C -4.895 1.355 -3.960 -0.2 0.0 0.0
C -4.219 0.767 -2.908 0.1 0.1 -0.1
C -2.837 0.877 -2.786 0.3 0.0 0.2
C -2.162 0.243 -1.579 -0.9 -0.6 -0.2
O -0.797 0.133 -1.624 -0.6 0.7 -1.6
N -2.537 1.009 -0.363 0.1 0.9 0.1
N -1.480 1.154 0.511 -2.0 2.3 1.3
C -1.642 2.027 1.482 -1.2 -1.1 -2.2
C -0.704 2.336 2.471 1.7 0.6 2.2
Br 0.921 1.285 2.430 -0.5 0.8 0.3
C -0.794 3.237 3.503 0.5 -1.5 -1.4
C -1.784 4.255 3.718 -0.9 0.8 0.2
C -2.030 4.671 5.037 0.1 -0.3 -0.3
C -2.958 5.650 5.314 -0.2 0.1 0.1
C -3.657 6.262 4.284 0.0 -0.1 0.0
C -3.395 5.897 2.972 -0.2 0.1 0.0
C -2.471 4.912 2.687 0.3 -0.3 0.1
H -0.465 1.073 -3.016 0.0 0.1 -0.1
H -2.246 2.741 -5.537 0.1 0.1 -0.1
H -4.705 2.561 -5.720 0.0 0.1 -0.1
H -5.966 1.251 -4.046 -0.1 0.0 0.0
H -4.770 0.208 -2.166 0.0 -0.1 0.1
H -2.603 -0.772 -1.459 0.2 0.5 -0.1
H -3.013 1.889 -0.574 0.1 -0.2 0.1
H -2.607 2.534 1.556 0.1 0.0 -0.1
H -0.031 3.177 4.267 0.2 0.0 -0.1
H -1.487 4.196 5.842 0.1 0.0 0.1
H -3.144 5.941 6.338 0.0 0.0 0.1
H -4.395 7.019 4.500 0.0 0.1 0.0
H -3.919 6.393 2.167 0.0 0.0 -0.1
H -2.227 4.681 1.661 0.0 0.0 -0.1
C -2.116 -4.338 -0.677 -0.6 0.2 0.1
O -0.722 -4.371 -0.953 0.6 0.2 0.1
C -0.293 -3.092 -0.800 -0.5 -0.1 0.0
N -1.158 -2.247 -0.302 0.5 -0.5 -0.7
C -2.311 -3.043 0.135 0.2 -0.3 0.3
C -3.638 -2.330 0.031 0.0 -0.1 0.2
C -4.618 -2.650 -0.899 0.1 0.0 0.0
C -5.815 -1.953 -0.927 -0.1 -0.1 0.0
C -6.056 -0.936 -0.020 -0.1 0.0 0.0
C -5.090 -0.620 0.921 0.0 -0.1 0.1
C -3.891 -1.309 0.947 -0.1 -0.1 0.0
C 1.025 -2.703 -1.128 0.3 -0.7 -0.5
C 2.021 -3.584 -1.558 -0.2 0.4 0.1
C 3.285 -3.093 -1.825 -0.2 -0.6 0.0
C 3.511 -1.719 -1.713 -0.6 0.9 0.3
C 2.478 -0.901 -1.276 0.9 -1.0 -0.4
N 1.256 -1.369 -0.930 1.0 -0.8 -0.8
C 2.615 0.513 -1.082 -0.2 1.0 0.3
N 1.684 1.230 -0.541 0.3 -0.6 -0.4
C 2.243 2.571 -0.360 0.4 0.2 0.1
C 3.565 2.514 -1.166 -0.2 0.6 0.0
O 3.763 1.131 -1.421 0.0 -0.7 0.0
C 1.359 3.731 -0.744 0.0 -0.2 0.1
C 1.875 5.022 -0.699 -0.1 -0.1 0.0
C 1.061 6.106 -0.974 0.1 0.1 0.0
C -0.279 5.913 -1.267 -0.1 0.1 0.0
C -0.790 4.628 -1.339 -0.1 0.0 0.0
C 0.032 3.541 -1.094 0.1 -0.2 0.0
H -2.385 -5.243 -0.136 0.0 0.0 0.0
H -2.649 -4.305 -1.634 0.1 0.0 0.1
H -2.147 -3.269 1.204 -0.1 0.0 -0.1
H -4.469 -3.445 -1.612 0.0 -0.1 -0.1
H -6.561 -2.217 -1.662 -0.1 0.0 -0.1
H -6.991 -0.394 -0.045 -0.1 0.0 0.0
H -5.275 0.157 1.648 0.0 0.1 0.1
H -3.137 -1.055 1.677 0.1 0.0 0.0
H 1.773 -4.630 -1.654 0.0 -0.1 0.0
H 4.082 -3.758 -2.118 0.1 0.0 -0.1
H 4.469 -1.285 -1.947 0.1 0.1 0.0
H 2.469 2.687 0.713 0.0 0.0 -0.2
H 4.426 2.895 -0.617 -0.1 0.0 0.0
H 3.481 3.039 -2.125 0.0 -0.1 0.1
H 2.915 5.180 -0.448 0.1 0.0 0.1
H 1.471 7.106 -0.953 0.0 0.1 0.0
H -0.922 6.760 -1.449 0.0 0.1 -0.1
H -1.830 4.473 -1.591 -0.1 0.0 -0.1
H -0.333 2.527 -1.174 -0.1 0.1 0.0
Cl 3.572 1.039 4.571 0.2 0.0 0.0
C 2.858 1.184 6.146 -0.2 0.0 0.1
C 3.480 1.974 7.094 0.0 0.0 0.0
C 2.933 2.092 8.360 0.0 0.0 0.0
C 1.803 1.366 8.691 0.0 0.1 -0.1
C 1.208 0.549 7.748 0.0 0.0 0.0
Cl -0.106 -0.458 8.251 0.1 -0.1 0.3
C 1.672 0.484 6.424 0.1 0.1 0.2
N 1.041 -0.277 5.465 0.4 -0.3 -0.2
C -0.340 -0.259 5.240 -0.7 0.0 -0.1
C -1.136 0.755 5.773 0.1 0.1 -0.3
C -2.500 0.777 5.566 0.1 0.0 0.0
C -3.102 -0.236 4.842 -0.1 0.0 -0.1
C -2.320 -1.242 4.305 0.0 0.1 0.2
C -0.941 -1.259 4.466 0.0 0.0 0.3
C -0.133 -2.241 3.666 -0.1 0.4 -0.2
C 0.090 -1.601 2.289 0.5 -0.8 0.7
O 1.168 -1.698 1.690 0.2 0.0 0.2
O -0.865 -0.930 1.802 -0.9 -0.1 1.1
H 4.383 2.504 6.838 0.1 0.0 -0.1
H 3.401 2.728 9.092 0.1 0.1 0.1
H 1.383 1.416 9.682 0.0 0.0 0.1
H 1.613 -0.489 4.659 -0.1 0.0 0.1
H -0.673 1.555 6.329 0.1 0.1 0.1
H -3.087 1.587 5.975 -0.1 0.1 0.0
H -4.168 -0.229 4.677 -0.1 -0.1 0.0
H -2.792 -2.039 3.748 0.0 -0.1 -0.1
H -0.705 -3.161 3.520 0.1 0.0 0.0
H 0.829 -2.488 4.116 -0.1 -0.1 -0.1
```
Forces are in eV/Å.

As for the energy above the lowest of the compared OMol25 structures with the same formula, charge and spin: 65.7 kJ/mol. As for the HOMO-LUMO gap (spin up / spin down): 4.6 / 7.1 eV. As for the HOMO energy (spin up / spin down): -5.297 / -7.879 eV. The expectation value of S² is 2.040. The total energy is -195089.992 eV. As for the spin multiplicity: 3. The calculation puts the largest force on an atom at 3.3 eV Å⁻¹.

Formula: CH8N2S2
Source: the OMol25 dataset
Level of theory: ωB97M-V with the def2-TZVPD basis set

Geometry as XYZ:
```
13
Properties=species:S:1:pos:R:3:forces:R:3
N -0.186 1.355 0.233 1.4 -0.7 0.4
C -0.776 0.097 0.704 1.3 -1.9 -2.1
N -1.147 -0.186 2.086 -0.7 1.3 -1.4
H -0.539 2.218 0.530 -1.0 1.0 0.7
H 0.040 1.412 -0.756 -0.2 -0.5 0.4
H -0.037 -0.715 0.311 -1.0 1.3 1.2
H -1.613 -0.121 0.069 -1.1 -0.1 0.1
H -1.695 0.594 2.434 -0.5 -0.1 -0.1
H -0.373 -0.157 2.685 1.7 -0.2 0.8
S 1.311 -0.834 -3.203 1.1 0.6 1.6
S 2.082 -1.794 -1.441 -0.3 -0.1 -0.6
H 1.973 0.349 -2.848 -0.8 -1.0 -0.5
H 0.960 -2.219 -0.803 0.1 0.4 -0.5
```
Forces are in eV/Å.

As for the energy above the lowest of the compared OMol25 structures with the same formula, charge and spin: 89.4 kJ/mol. As for the HOMO-LUMO gap: 8.9 eV. As for the SMILES: NCN.SS. As for the HOMO energy: -8.854 eV. The total energy is -25816.405 eV. The calculation puts the largest force on an atom at 3.1 eV Å⁻¹.